Molecular formula: C48H120InN8NaO24P2
Method: DFT, ωB97M-V/def2-TZVPD

```
! RIJCOSX wB97M-V def2-TZVPD def2/J DEFGRID3
* xyz -2 1
In -6.776 2.936 20.955
P -8.039 5.575 19.669
P -5.878 -0.359 21.411
Na -5.036 -0.937 18.815
O -4.997 -1.583 21.106
O -8.059 4.319 18.782
O -5.159 6.093 15.335
O -5.117 0.899 21.974
O -7.042 4.108 23.627
O -6.532 0.204 20.111
O -4.035 -2.736 17.459
O -4.385 0.970 17.537
O -8.919 5.126 20.872
O -3.278 8.079 23.004
O -8.930 11.240 15.072
O -9.551 -3.000 17.649
O -9.691 2.124 21.383
O 0.232 -2.151 22.923
O -4.227 3.905 22.167
O -6.591 5.700 20.243
O -9.752 1.242 15.735
O -14.485 3.864 21.724
O -8.647 6.838 18.989
O -6.930 -0.835 22.483
O -10.951 7.255 25.552
O -1.072 2.350 19.440
O -11.744 6.208 18.657
O -4.374 10.673 18.630
N -4.223 3.226 19.223
N -7.688 4.215 16.160
N -2.307 -1.125 20.356
N -11.212 5.423 22.245
N -10.050 8.404 17.265
N -6.671 -1.735 17.113
N -7.923 1.451 23.545
N -5.741 8.277 20.217
C -3.871 3.425 23.420
C -1.128 -1.782 20.869
C -9.226 9.090 16.314
C -11.274 5.563 23.720
C -4.155 12.025 19.022
C -3.999 6.515 16.000
C -12.158 4.414 21.829
C -11.239 5.018 18.077
C -6.371 6.340 16.111
C -10.796 7.019 24.138
C -5.726 10.186 18.585
C -9.605 12.373 14.513
C -7.199 1.988 24.771
C -4.709 3.358 17.881
C -2.730 -2.964 16.939
C -11.132 7.654 16.673
C -5.790 8.669 18.817
C -1.064 0.902 19.518
C -7.153 5.507 23.776
C -10.180 1.639 20.069
C -9.409 1.489 23.706
C -9.804 10.463 15.916
C -11.069 8.528 25.994
C -2.294 0.346 20.259
C -9.265 -1.651 17.280
C -3.555 4.398 19.831
C -3.140 3.998 21.273
C -7.357 3.540 24.896
C -4.456 8.413 20.811
C -6.398 -3.097 17.344
C -15.861 4.078 22.115
C -10.130 1.228 22.384
C -0.812 -1.362 22.388
C -12.282 7.086 17.626
C -3.367 0.970 16.569
C -4.500 7.912 22.291
C -13.630 5.004 21.982
C -5.320 2.018 17.400
C 0.435 -1.990 24.315
C -7.824 -1.270 17.879
C -10.618 -3.602 17.016
C -7.667 5.642 15.776
C -11.053 1.591 16.319
C -3.457 7.955 24.428
C -8.762 3.490 15.642
C -5.030 -3.532 16.827
C -8.572 2.072 16.114
C 0.022 2.886 18.641
H -6.216 10.690 19.418
H -11.066 1.331 17.378
H -6.033 7.311 20.194
H 0.224 3.950 18.770
H -3.223 0.566 19.732
H -3.653 2.361 23.325
H -7.922 5.807 14.729
H -10.042 0.584 19.832
H -3.105 -1.439 20.889
H -9.719 3.841 16.030
H -10.386 9.165 25.432
H -8.501 2.084 17.201
H -4.187 9.462 20.693
H -2.798 0.042 16.624
H 0.976 2.386 18.807
H -11.355 2.636 16.247
H -10.910 8.672 27.063
H -6.568 7.400 15.946
H -10.328 -3.729 15.973
H -4.711 12.700 18.371
H -2.483 -4.026 16.920
H -10.825 -4.586 17.438
H -3.817 3.551 17.284
H -4.981 8.187 18.267
H -6.312 10.432 17.700
H -5.380 4.216 17.865
H -4.405 12.282 20.052
H -4.720 3.590 24.084
H -1.324 -2.848 20.752
H -7.560 1.522 25.688
H -6.749 8.406 18.371
H -8.355 3.895 25.150
H -4.670 6.837 22.352
H -0.343 -2.536 24.848
H -3.187 6.308 15.302
H -7.108 -3.841 16.985
H -5.663 2.049 16.366
H -9.788 7.294 23.831
H -6.430 5.948 24.462
H -0.221 -1.572 20.303
H -1.116 0.535 18.492
H -8.801 3.431 14.554
H -9.747 2.493 23.962
H -15.801 4.639 23.048
H -10.544 12.097 14.032
H 0.422 -0.936 24.595
H -2.500 8.181 24.898
H -2.396 0.763 21.261
H -8.968 12.729 13.704
H -9.806 2.279 19.270
H -0.212 2.801 17.580
H -3.845 0.980 15.590
H -11.406 7.788 23.664
H -3.999 5.969 16.943
H -13.110 6.662 17.058
H -10.002 11.077 16.795
H -8.504 6.063 16.333
H -7.716 4.196 17.169
H -7.661 -1.590 18.908
H -9.341 -1.565 16.196
H -3.729 6.917 24.619
H -16.324 3.105 22.277
H -12.276 5.384 24.110
H -6.412 -3.328 18.409
H -11.981 3.493 22.384
H -16.465 4.579 21.359
H -6.177 1.777 18.028
H -2.538 3.096 21.161
H -11.780 0.930 15.848
H -3.037 3.997 23.826
H -3.665 7.888 20.275
H -8.130 5.788 24.167
H -12.071 8.887 25.761
H -10.292 5.149 21.930
H -11.182 1.417 22.595
H -3.616 2.423 19.135
H -10.659 6.857 16.098
H -6.722 3.874 25.716
H -5.291 8.400 22.862
H -2.640 4.709 19.328
H -12.757 7.928 18.129
H -1.996 -2.432 17.544
H -10.697 4.771 24.199
H -4.908 -4.587 17.072
H -12.014 4.446 17.568
H -9.033 8.502 15.416
H -1.731 -1.535 22.948
H 1.437 -2.291 24.620
H -4.066 7.592 16.153
H -7.554 0.528 23.369
H -0.156 0.636 20.059
H -11.608 8.322 15.955
H -13.878 5.539 22.899
H -10.015 -0.978 17.696
H -6.138 1.817 24.589
H -5.022 -3.466 15.739
H -13.819 5.643 21.120
H -4.275 8.593 24.763
H -10.805 10.282 15.524
H -9.957 0.176 22.154
H -7.736 1.557 15.641
H -8.299 9.339 16.830
H -11.993 4.206 20.771
H -10.904 4.361 18.879
H -7.751 -0.184 17.823
H -9.743 13.208 15.200
H -2.713 -2.602 15.911
H -0.672 -0.282 22.369
H -4.311 5.171 19.968
H -11.262 1.764 20.014
H -2.499 4.776 21.688
H -7.032 5.942 22.784
H -9.475 7.723 17.740
H -6.998 -1.745 16.158
H -2.635 1.770 16.676
H -11.539 -3.028 17.125
H -3.118 12.289 18.816
H -9.739 0.775 24.460
H -6.103 6.205 17.159
H -10.425 5.185 17.371
*
```

- HOMO-LUMO gap: 4.4 eV
- Maximum force: 4.269 eV/Å

Atom charges from the Mulliken analysis, given in e for atoms 1 to 99: atom 1 (In): 2.068, atom 2 (P): -1.141, atom 3 (P): 0.026, atom 4 (Na): 0.651, atom 5 (O): -0.998, atom 6 (O): 0.411, atom 7 (O): -0.555, atom 8 (O): -0.532, atom 9 (O): 0.795, atom 10 (O): -0.662, atom 11 (O): 0.043, atom 12 (O): 1.019, atom 13 (O): -0.446, atom 14 (O): -0.468, atom 15 (O): -0.320, atom 16 (O): -0.359, atom 17 (O): 1.068, atom 18 (O): -0.402, atom 19 (O): 0.831, atom 20 (O): -0.577, atom 21 (O): -0.500, atom 22 (O): -0.296, atom 23 (O): -1.211, atom 24 (O): -1.050, atom 25 (O): -0.368, atom 26 (O): -0.100, atom 27 (O): -0.221, atom 28 (O): -0.366, atom 29 (N): 1.520, atom 30 (N): 0.670, atom 31 (N): 0.268, atom 32 (N): 0.412, atom 33 (N): 0.254, atom 34 (N): 0.113, atom 35 (N): 0.038, atom 36 (N): 0.020, atom 37 (C): -0.388, atom 38 (C): -1.009, atom 39 (C): 1.053, atom 40 (C): -0.038, atom 41 (C): -0.859, atom 42 (C): -0.244, atom 43 (C): 0.652, atom 44 (C): 0.737, atom 45 (C): 1.161, atom 46 (C): -0.757, atom 47 (C): -1.345, atom 48 (C): -0.787, atom 49 (C): -0.903, atom 50 (C): -0.146, atom 51 (C): -0.923, atom 52 (C): -0.548, atom 53 (C): 1.531, atom 54 (C): -0.854, atom 55 (C): -0.104, atom 56 (C): -0.557, atom 57 (C): -0.326, atom 58 (C): -0.590, atom 59 (C): -0.828, atom 60 (C): 1.337, atom 61 (C): -0.807, atom 62 (C): -0.009, atom 63 (C): -1.488, atom 64 (C): -1.105, atom 65 (C): -0.382, atom 66 (C): -0.805, atom 67 (C): -0.776, atom 68 (C): -1.342, atom 69 (C): -0.273, atom 70 (C): -0.879, atom 71 (C): -1.050, atom 72 (C): 0.359, atom 73 (C): -0.542, atom 74 (C): 0.431, atom 75 (C): -0.751, atom 76 (C): 0.342, atom 77 (C): -0.858, atom 78 (C): -0.175, atom 79 (C): -0.515, atom 80 (C): -0.569, atom 81 (C): -0.163, atom 82 (C): -0.944, atom 83 (C): 1.249, atom 84 (C): -1.076, atom 85 (H): 0.452, atom 86 (H): -0.057, atom 87 (H): -0.466, atom 88 (H): 0.292, atom 89 (H): -1.374, atom 90 (H): -0.110, atom 91 (H): 0.684, atom 92 (H): 0.323, atom 93 (H): 0.168, atom 94 (H): -0.362, atom 95 (H): 0.334, atom 96 (H): -0.850, atom 97 (H): 0.426, atom 98 (H): 0.084, atom 99 (H): 0.364